199
Properties=species:S:1:pos:R:3:forces:R:3 method="wB97M-V/def2-TZVPD" lumo_ha=-0.3129 multiplicity=1 energy_ha=-4043.33139 homo_ev=-9.9 homo_lumo_gap_ev=1.3517 charge=+2
Y 1.364139 -4.849793 4.765320 -1.6 2.4 -2.8
Cl -0.114140 -0.829400 0.715775 2.2 0.9 -1.3
O 0.279351 0.422892 0.146406 -1.1 0.1 -0.2
O 1.100125 -1.324973 1.325356 1.4 -1.8 0.8
O -1.059768 -0.746424 1.749804 -2.1 0.6 1.8
O -0.590216 -1.742647 -0.275289 -0.1 -0.6 -0.6
C 0.882613 1.699143 -3.386195 -0.1 -1.3 -0.4
O 0.842267 2.082934 -4.781259 0.3 0.6 1.7
H 1.851191 1.338398 -3.040051 0.4 0.0 -0.4
H 0.622682 2.460364 -2.650618 -0.6 0.2 -0.4
H 0.225879 0.829861 -3.352124 -0.2 0.1 0.6
H 1.077967 3.008826 -4.687618 0.1 0.3 -0.9
C 1.949649 -3.027110 -2.513791 1.0 -1.4 0.8
O 2.643279 -1.824019 -2.316588 -0.2 0.5 0.0
H 1.131010 -3.155679 -1.805697 -0.7 0.4 -0.6
H 1.770310 -3.290231 -3.556245 -0.5 0.6 0.0
H 2.621228 -3.821439 -2.188029 0.4 -0.5 0.0
H 2.227796 -1.404485 -1.559641 0.0 0.4 0.0
C 0.667632 -6.384796 -1.917196 1.4 1.1 -0.4
O -0.362120 -7.224577 -1.546922 -0.7 -0.4 0.7
H 1.044907 -5.801411 -1.077295 0.1 0.3 0.6
H 1.521955 -6.980909 -2.237912 0.1 0.2 -0.6
H 0.374721 -5.613926 -2.629984 -0.2 -0.5 -0.3
H 0.098030 -7.753493 -0.891091 -0.7 -0.8 0.1
C -1.299719 -5.156371 0.803845 -0.6 -0.1 -0.1
C -1.407182 -4.338810 2.128150 2.0 0.0 -2.4
C -2.779012 -3.696224 2.144669 0.7 0.4 2.2
O -2.861111 -2.751932 3.266859 -0.6 -0.3 -0.8
C -4.091502 -1.902828 3.212252 1.7 -0.4 0.2
N -0.998478 -5.180315 3.302670 -1.1 0.0 0.3
H -2.148343 -5.827612 0.672023 -0.4 0.1 0.1
H -0.478448 -5.848347 0.617321 0.6 0.2 0.7
H -1.294066 -4.510300 -0.074025 -0.1 0.3 0.2
H -0.658788 -3.553632 2.020912 -0.1 0.3 0.0
H -3.455956 -4.517161 2.381121 -0.8 0.1 -0.7
H -2.853577 -3.190594 1.181929 -0.6 -0.1 0.0
H -4.817988 -2.248539 3.947650 -0.2 -0.4 -0.5
H -4.404692 -1.855843 2.169271 -0.4 0.0 0.3
H -3.796750 -0.906548 3.541874 0.2 0.0 -0.2
H -1.749204 -4.932897 3.931396 0.1 0.6 1.2
H -1.413903 -6.071503 3.071788 0.6 -1.0 -0.4
C 1.816595 2.583835 6.169553 -0.4 -0.6 0.4
C 1.033031 3.706002 5.475839 0.3 0.3 -0.4
C -0.273031 4.240712 6.144180 1.5 -1.2 -0.1
O -1.195547 3.152540 6.321079 -0.3 1.1 -0.6
C -1.954400 2.873220 5.136856 0.6 0.0 -0.2
N 1.986969 4.815429 5.366251 -0.4 0.2 0.2
H 2.872114 2.789576 6.347473 0.0 0.6 -0.2
H 1.876795 1.754337 5.464982 -0.4 -0.7 0.5
H 1.462921 2.383719 7.180965 -0.5 -0.7 -0.2
H 0.807482 3.350843 4.470305 -0.2 0.1 -0.2
H -0.634082 5.129333 5.626395 -0.5 -0.3 -0.5
H 0.060754 4.658663 7.093925 -0.5 -0.5 0.6
H -1.321243 2.708985 4.264930 0.5 -0.5 0.0
H -2.580459 3.674523 4.744361 -0.4 0.3 0.8
H -2.529384 1.969995 5.341013 -0.1 0.2 0.0
H 2.871122 4.328593 5.329514 0.5 0.5 -0.7
H 2.004013 5.112749 6.331351 0.2 1.0 0.3
C -0.722206 -0.730663 5.237394 0.2 1.3 0.3
C -0.113540 -2.155835 5.470120 -3.4 1.4 1.1
C -1.159347 -3.149180 6.040255 0.1 0.0 0.0
O -0.570851 -4.488648 6.015170 1.9 0.1 -0.2
C -1.402855 -5.389105 6.682700 -1.0 -1.4 1.5
N 0.349617 -2.678181 4.181081 0.9 -0.7 2.0
H -1.713413 -0.520917 4.835382 -0.1 -1.1 -0.3
H -0.057594 -0.135105 4.611531 0.3 -0.4 -0.6
H -0.668246 -0.054674 6.090757 -0.1 -0.6 0.8
H 0.629045 -1.847848 6.206197 0.8 -1.1 0.0
H -2.062597 -3.320236 5.454605 0.0 1.0 -0.5
H -1.515379 -3.000363 7.059664 0.5 0.5 0.1
H -1.421253 -5.152755 7.746613 0.0 0.1 0.1
H -1.082103 -6.429045 6.621448 0.5 0.1 -0.3
H -2.437289 -5.393006 6.339165 0.0 0.4 -0.4
H 0.904198 -1.871710 3.931784 0.4 -0.2 -1.7
H -0.507779 -2.677508 3.647256 -0.2 0.2 -1.0
C 3.622112 -4.835765 0.593349 -1.0 1.2 0.3
C 3.252303 -4.717803 2.098615 2.3 -0.3 -1.5
C 3.592867 -3.367978 2.663768 0.4 -0.5 0.7
O 3.127992 -3.367734 4.084425 0.3 -0.2 0.6
C 3.568236 -2.139871 4.767268 -1.0 0.3 0.4
N 1.881304 -5.080565 2.354102 -0.9 -0.7 0.7
H 4.636534 -4.521214 0.348163 0.1 -0.4 0.3
H 2.988600 -4.122194 0.066508 -0.2 -0.1 -0.4
H 3.392292 -5.849312 0.264703 0.3 0.1 -0.2
H 3.867180 -5.541101 2.462231 0.1 0.2 1.1
H 3.150705 -2.557374 2.084536 -0.3 0.2 0.2
H 4.671563 -3.233105 2.743260 0.0 0.0 -0.3
H 2.788246 -1.403636 4.573196 0.5 0.5 -0.6
H 4.579918 -1.822070 4.515113 -0.3 -0.2 -0.5
H 3.548409 -2.189048 5.855980 0.0 -1.0 0.1
H 1.791516 -5.980734 1.904963 -0.2 -0.8 0.2
H 1.238763 -4.572956 1.762853 -0.4 1.0 -0.1
C 6.257042 0.270792 -2.088582 0.7 0.3 0.2
C 6.106684 0.055949 -0.601304 0.0 0.4 0.7
C 6.630010 1.255152 0.286802 -0.9 0.0 -0.7
O 7.845004 1.771613 -0.130142 1.3 -1.6 -1.6
C 8.601426 2.463993 0.788641 -0.7 1.8 1.1
N 4.722822 -0.324948 -0.245376 0.6 -0.1 0.6
H 7.327263 0.468037 -2.150399 0.0 0.3 -1.0
H 5.636017 1.073806 -2.485582 0.3 0.5 0.3
H 5.963472 -0.566978 -2.721074 0.3 -0.5 0.4
H 6.758240 -0.763549 -0.297992 0.0 -0.4 -0.1
H 6.787654 0.936171 1.317097 -0.8 -0.1 0.3
H 5.948759 2.095142 0.151131 -0.8 -0.1 0.7
H 8.136740 3.437223 0.946706 0.3 1.0 -0.8
H 9.640363 2.565214 0.474854 -0.2 -0.2 0.0
H 8.486160 2.216989 1.844008 0.4 -1.6 0.2
H 4.091891 0.385856 -0.587134 -0.2 0.4 0.1
H 4.533678 -1.106173 -0.856932 -0.3 -0.3 -0.1
C 3.832490 7.829874 1.908029 0.0 -2.4 0.6
C 2.561185 7.037633 1.488214 -1.1 -1.5 -0.5
C 2.357866 7.478695 0.038913 -1.7 -0.8 -1.3
C 1.375663 6.521505 -0.722709 -0.7 0.7 0.2
C 1.696633 5.049174 -0.701180 0.6 0.4 1.6
C 1.856763 4.531150 0.745674 0.6 1.3 0.1
N 2.628485 5.513342 1.516903 2.3 1.6 -2.6
O 3.150871 5.069891 2.702041 -0.4 -0.5 0.7
C 0.440784 4.249640 1.306191 -0.4 -1.0 -0.5
C 2.663186 3.249971 0.659149 0.2 -1.3 0.3
C 1.364626 7.308688 2.437659 0.8 2.6 -0.2
H 4.670420 7.397274 1.361383 0.0 0.2 -0.3
H 4.072439 7.551753 2.934270 -0.1 0.7 0.3
H 3.761202 8.896766 1.696422 -0.2 -0.2 0.3
H 1.931376 8.481734 0.049181 -0.3 0.1 0.1
H 3.242717 7.629336 -0.579505 0.6 -0.5 0.5
H 1.230773 6.721868 -1.784291 0.2 0.8 0.0
H 0.399952 6.682135 -0.264132 -0.3 -0.1 0.0
H 2.641432 4.955250 -1.236573 -0.1 -0.7 -0.2
H 0.857673 4.448259 -1.052099 0.3 0.1 -0.9
H 0.154377 4.656238 2.276113 0.4 0.0 0.1
H -0.346831 4.520904 0.603224 0.0 0.5 0.0
H 0.332573 3.165041 1.300754 -0.1 -0.2 0.5
H 3.718298 3.335360 0.399218 0.0 0.7 0.0
H 2.642330 2.657188 1.573629 -0.1 0.2 0.3
H 2.242746 2.570271 -0.082031 -0.4 0.1 -0.2
H 0.343017 7.151609 2.091633 0.3 -0.7 -0.2
H 1.403799 8.389437 2.573831 -0.3 0.4 0.2
H 1.554624 6.963653 3.454000 -0.1 -0.5 -0.1
H 2.390279 5.183847 3.276590 0.1 -0.2 1.2
C -4.068961 2.704383 -5.489702 1.2 -1.2 -1.5
C -4.688009 2.834602 -4.148285 1.0 0.2 0.3
C -6.002896 1.945951 -4.155847 0.9 2.2 1.8
C -6.500954 1.809336 -2.717505 -0.1 0.7 -0.8
C -5.526839 1.061825 -1.850676 -0.2 -1.4 -1.6
C -4.134325 1.740611 -1.770208 0.6 1.7 0.6
N -3.706950 2.277170 -3.131430 -0.7 -1.3 -0.5
O -2.336397 2.813434 -3.197845 -2.2 0.2 0.7
C -4.193768 2.908253 -0.730214 -0.7 0.7 -0.4
C -3.075606 0.706032 -1.418807 0.4 -0.9 0.1
C -4.981731 4.327172 -3.932344 -1.0 -0.6 1.0
H -4.688498 3.027596 -6.326234 -0.4 0.0 0.2
H -3.849498 1.642808 -5.603741 -0.1 -0.3 -0.4
H -3.097646 3.162214 -5.676869 0.0 0.5 0.6
H -6.780428 2.522535 -4.656936 0.2 -0.1 -0.6
H -5.923492 0.940016 -4.568012 0.5 0.2 -0.3
H -7.510090 1.456659 -2.930535 -0.1 -0.8 1.2
H -6.616352 2.743663 -2.168134 -0.3 0.5 -0.6
H -5.311020 0.105765 -2.327620 -0.1 -0.4 -0.2
H -6.128806 0.781796 -0.986205 1.0 0.4 1.0
H -3.440759 3.686164 -0.856435 0.7 -0.6 0.1
H -5.078378 3.525314 -0.887704 -0.4 -0.2 -0.4
H -4.336339 2.654858 0.320288 0.6 -0.6 0.0
H -2.936909 -0.001053 -2.236669 0.0 0.3 -0.5
H -2.093792 1.112004 -1.175225 -0.1 0.2 0.0
H -3.325505 -0.013677 -0.639270 -0.4 0.5 0.7
H -5.441635 4.384662 -2.945793 -0.1 0.5 0.0
H -5.725208 4.644096 -4.663710 0.1 0.2 -0.1
H -4.129485 5.006718 -3.933342 0.2 -0.4 -0.2
H -1.805691 2.113078 -3.584423 -0.1 -0.3 -0.2
C -2.618687 -4.090255 -3.315257 -0.8 -0.6 -0.4
C -2.565332 -3.053884 -4.488815 1.7 1.3 0.7
C -1.302144 -2.128040 -4.237417 -0.7 -0.3 0.2
C -0.894388 -1.331451 -5.423650 0.3 -0.3 -2.0
C -0.666988 -2.240471 -6.631445 -1.1 -0.3 -0.4
C -1.960136 -3.025132 -7.044936 0.3 -0.3 0.1
N -2.472635 -3.690997 -5.779529 6.0 1.7 0.5
O -3.347063 -4.674516 -5.940614 -2.6 -0.6 -1.1
C -3.069415 -2.096031 -7.663803 1.4 0.1 0.3
C -1.585734 -4.079255 -8.117111 -0.9 -0.9 -0.8
C -3.793560 -2.182061 -4.294452 -2.1 0.2 1.2
H -3.651737 -4.383334 -3.128173 -0.3 -0.1 -0.3
H -2.334317 -3.700693 -2.337778 0.5 0.5 -0.2
H -2.127039 -5.048500 -3.483063 0.5 0.2 -0.3
H -1.634495 -1.431280 -3.467894 0.4 -0.2 0.5
H -0.426708 -2.704232 -3.937902 -0.2 -0.2 0.4
H 0.063587 -0.811488 -5.421230 -0.1 0.4 1.1
H -1.657357 -0.608180 -5.711504 -0.1 0.2 0.1
H 0.122407 -2.977775 -6.485362 0.0 -0.1 0.5
H -0.268665 -1.602052 -7.420027 -0.5 -0.1 -0.5
H -2.588036 -1.380986 -8.330941 0.2 0.3 0.1
H -3.758473 -2.586623 -8.351281 -0.4 -0.3 0.6
H -3.500114 -1.552692 -6.822746 -0.5 0.1 -0.4
H -2.499715 -4.401956 -8.615704 -0.3 0.0 0.1
H -0.987134 -3.780169 -8.977540 0.2 1.0 0.3
H -1.137752 -5.045505 -7.885204 0.2 0.2 1.1
H -3.901587 -1.103746 -4.411386 1.0 0.2 -1.1
H -4.077585 -2.200938 -3.242280 0.1 -0.3 0.4
H -4.686844 -2.620388 -4.739445 -0.1 -0.1 -0.4
H -3.993727 -4.036596 -6.251254 -2.3 -1.5 -0.5

***

25
Properties=species:S:1:pos:R:3:forces:R:3 method="wB97M-V/def2-TZVPD" lumo_ha=0.1416 multiplicity=1 de_lowest_ev=0.382 energy_ha=-480.60068 homo_ev=-3.9 homo_lumo_gap_ev=7.7971 charge=-1
C 0.937028 -1.948773 0.362574 -0.1 0.1 0.0
C -0.009958 -2.323274 1.494776 -0.3 0.3 0.2
C 1.064130 -0.440265 0.146875 -0.2 0.1 0.1
N -0.020400 0.088349 -0.705992 0.4 0.1 0.2
C 0.199289 1.513891 -1.023379 -0.7 0.2 -0.1
C -0.490811 2.536712 -0.069854 0.1 -0.7 0.9
O -0.383266 2.216655 1.273978 0.6 0.0 -0.5
H 0.569395 -2.386959 -0.565803 0.0 -0.1 -0.1
H 1.925035 -2.385554 0.535413 0.0 0.1 0.1
H 0.361359 -1.998288 2.470544 0.2 -0.1 -0.1
H -0.216670 -3.394913 1.534719 0.1 0.0 0.0
H -0.960430 -1.793113 1.402609 -0.1 -0.1 -0.2
H 1.097390 0.108088 1.094369 0.0 -0.1 0.1
H 2.006097 -0.210949 -0.359955 0.0 -0.1 -0.1
H -0.915064 0.007929 -0.221378 0.1 0.1 0.2
H 1.268536 1.726392 -1.042021 0.1 -0.2 0.0
H -0.187983 1.678981 -2.041369 0.1 0.1 0.0
H -1.563610 2.605295 -0.337717 0.1 0.1 -0.3
H -0.009073 3.507993 -0.247399 -0.1 0.2 -0.4
H 0.185487 -0.935474 -2.291026 0.0 0.3 -0.1
H 1.016693 -0.353327 -3.419338 -0.2 -0.2 0.0
O 0.499243 -1.142119 -3.207690 0.2 0.1 0.0
H -2.920113 1.291410 1.943105 0.7 -0.3 -0.2
H -1.273959 1.336124 1.536653 -0.4 0.5 0.2
O -2.178345 0.695191 1.737307 -0.7 -0.4 0.1

***

32
Properties=species:S:1:pos:R:3:forces:R:3 method="wB97M-V/def2-TZVPD" lumo_ha=-0.1317 multiplicity=1 de_lowest_ev=4.447 energy_ha=-991.03611 homo_ev=-12.1 homo_lumo_gap_ev=8.5395 charge=+1
C -3.646814 -0.857867 -0.397230 0.1 1.3 -2.0
C -0.923377 -0.150717 -0.807184 0.4 0.8 -0.2
C 0.236510 -0.981781 -0.464655 1.3 -1.2 0.7
C 0.381879 1.117974 0.601509 -0.9 2.2 1.7
C 0.033192 -2.469787 -0.036173 2.4 -0.3 -2.4
C 1.119599 -0.950028 -1.866912 0.4 1.9 2.8
C -0.151754 1.636652 1.976191 3.9 -1.4 0.2
C 1.424088 2.117761 0.094972 0.1 -0.6 1.2
C 2.019887 -0.557970 1.328360 1.1 -1.9 0.6
N 0.801855 -0.226187 0.651638 -0.5 -1.3 -1.2
N -0.803407 1.038257 -0.302374 1.1 -3.5 -1.2
N -3.703810 -0.426462 -1.546908 0.1 -0.2 2.8
O -1.453271 2.152152 -0.513946 -1.8 2.0 -0.8
S -3.268071 -1.056445 1.088338 -0.3 -0.5 0.6
H -1.591570 -0.500708 -1.580374 -0.3 0.7 0.2
H 1.092445 -2.901155 0.266892 -2.2 0.8 -0.9
H -0.340544 -2.939959 -0.969952 0.6 -0.3 0.5
H -0.673448 -2.775012 0.674816 -0.9 0.5 1.5
H 0.912358 -1.758678 -2.527477 0.1 -0.7 -0.3
H 2.184784 -0.838428 -1.471833 -1.3 -0.6 -1.0
H 0.864331 0.001095 -2.357093 0.3 -0.3 -0.1
H -1.010423 1.116842 2.279318 -1.5 -0.2 0.3
H -0.144343 2.711938 1.963179 -0.5 0.3 0.4
H 0.688731 1.244367 2.698956 -1.6 1.1 -1.0
H 1.950286 1.537673 -0.736020 -0.1 1.8 1.0
H 1.987676 2.357923 1.078160 0.0 -0.6 -2.1
H 0.925166 3.085364 -0.079049 0.4 -0.5 -0.8
H 2.917915 -0.954534 0.776023 -0.9 0.9 -0.6
H 2.308264 0.373756 1.781426 0.6 -0.2 0.7
H 1.946734 -1.435321 2.054750 -0.6 1.5 -0.3
H -2.075089 2.168857 -1.303937 1.1 -0.8 1.1
H -4.009790 -0.879567 -2.353406 -0.8 -0.8 -1.4

***

21
Properties=species:S:1:pos:R:3:forces:R:3 method="wB97M-V/def2-TZVPD" lumo_ha=-0.1158 multiplicity=1 de_lowest_ev=2.457 energy_ha=-345.60573 homo_ev=-13.5 homo_lumo_gap_ev=10.3213 charge=+1
C 1.179776 0.511546 -0.026077 -3.7 -0.1 -0.8
C 1.109923 -1.785687 0.116321 2.8 -0.2 1.0
C -0.650948 -0.026054 -0.014307 5.0 1.2 1.2
C 1.711324 1.917932 -0.179894 1.2 -1.8 2.5
C -1.250613 0.274503 1.352989 -1.8 -2.0 -1.3
C -1.341436 0.418265 -1.193939 -2.6 -3.7 -0.4
N 1.820364 -0.531270 0.075473 1.2 -1.0 0.7
N -0.303146 -1.546899 -0.172566 -1.6 1.8 2.2
H 1.666333 -2.314391 -0.662647 -0.9 -0.7 0.0
H 1.279043 -2.331618 1.103475 -0.5 0.8 -1.3
H 1.109282 2.535343 0.407213 -1.2 1.2 1.0
H 1.732356 2.348438 -1.126261 0.1 0.2 -1.9
H 2.717681 1.964329 0.320144 -0.8 -0.2 -0.8
H -2.064085 -0.494625 1.533680 1.0 0.3 0.2
H -1.897845 1.140323 1.386317 0.7 0.8 -0.1
H -0.471795 0.215546 2.073517 0.2 0.2 1.0
H -2.259811 -0.319575 -1.221286 1.2 1.6 -0.8
H -0.798792 0.472201 -2.097354 0.7 -0.6 -1.1
H -1.721940 1.343041 -1.070360 -1.4 3.1 0.6
H -0.603867 -1.787445 -1.073642 -0.1 -0.6 -1.9
H -0.961799 -2.003893 0.469211 0.5 -0.3 0.0

***

40
Properties=species:S:1:pos:R:3:forces:R:3 method="wB97M-V/def2-TZVPD" lumo_ha=0.0126 smiles=ClCCl.ClCCl.ClCCl.ClCCl.ClCCl.ClCCl.ClCCl.ClCCl multiplicity=1 de_lowest_ev=0.728 energy_ha=-7677.45120 homo_ev=-10.6 homo_lumo_gap_ev=10.9352
Cl -2.696856 -5.099092 -0.146245 0.5 -0.4 0.4
C -1.177356 -4.814792 0.792225 -0.7 -0.2 -0.5
Cl -0.943956 -3.057792 0.808285 0.4 -0.3 0.4
H -1.301706 -5.233562 1.790855 -0.1 0.4 -0.1
H -0.359156 -5.333262 0.292385 -0.1 0.4 -0.1
Cl -0.283446 2.362588 5.493995 -0.3 0.0 0.0
C -1.761536 1.628738 4.784705 1.2 0.1 -0.3
Cl -1.226676 0.490698 3.462905 -0.7 0.5 0.9
H -2.257036 1.120778 5.612085 -0.1 -0.2 -0.6
H -2.328126 2.452358 4.350285 0.0 -0.4 0.0
Cl 1.164094 3.226458 2.136765 0.8 -0.3 0.6
C 2.756314 3.175638 3.017195 -0.1 0.5 -0.7
Cl 3.091914 4.743848 3.759135 -0.1 0.0 0.2
H 2.785954 2.402378 3.784845 -0.4 0.1 -0.3
H 3.537034 3.057738 2.265755 -0.3 -0.3 0.1
Cl 1.696334 0.456178 -0.400105 0.3 0.3 -0.1
C 0.027024 0.374358 0.099865 -0.8 0.0 0.2
Cl -1.042286 -0.048282 -1.231745 -0.3 -0.3 -0.4
H -0.076966 -0.410482 0.849075 0.1 0.3 0.0
H -0.351816 1.344318 0.421955 0.5 -0.2 0.3
Cl 2.721444 -3.791112 -0.041605 -0.5 -0.4 0.3
C 3.487124 -2.303842 -0.570755 0.8 -0.6 0.0
Cl 5.034474 -2.728932 -1.368795 -0.2 0.3 -0.2
H 2.796354 -1.830362 -1.268435 0.5 0.2 0.2
H 3.786574 -1.771972 0.332325 -0.5 0.3 -0.4
Cl 1.663824 -2.619962 -4.060095 -0.4 0.1 0.4
C 0.219564 -2.575462 -2.976995 0.7 -0.2 -0.3
Cl -0.234806 -4.193962 -2.460375 -0.1 -0.2 -0.1
H 0.506044 -2.018902 -2.084655 -0.3 0.0 -0.4
H -0.611396 -2.169402 -3.553805 0.3 0.2 0.3
Cl -2.018306 3.212688 -1.157135 0.3 0.4 -0.2
C -1.798386 4.252188 0.268955 -0.6 0.1 -0.3
Cl -2.461656 3.366188 1.640695 0.2 0.1 0.5
H -0.749106 4.515258 0.402805 -0.2 -0.3 0.1
H -2.415056 5.142788 0.147885 0.2 -0.1 -0.1
Cl -2.656586 -0.546322 -6.046955 0.1 0.3 0.0
C -1.912426 0.637738 -4.917235 -0.3 -0.3 -0.6
Cl -0.171636 0.682068 -5.080975 0.5 -0.2 0.2
H -2.220296 1.642148 -5.207865 -0.5 -0.4 0.4
H -2.217486 0.260378 -3.941205 0.2 0.6 0.0

***

5
Properties=species:S:1:pos:R:3:forces:R:3 method="wB97M-V/def2-TZVPD" lumo_ha="0.0250 / -0.0970" multiplicity=3 de_lowest_ev=0.000 energy_ha=-850.65900 homo_ev="-7.4 / -11.7" s_squared=2.002 homo_lumo_gap_ev="8.0824 / 9.1062"
F 0.663958 1.449697 -0.959380 -0.1 0.7 0.9
Si 0.826340 1.655522 0.673686 -0.6 1.0 -2.0
Cl -1.535287 -2.028242 -0.878056 -0.1 -0.2 -0.3
H 1.211174 0.351553 0.988363 0.6 -1.7 1.1
H -1.166183 -1.428531 0.175389 0.1 0.2 0.3